No. 1
{"formula": "C10H19N2P", "method": "ωB97M-V/def2-TZVPD", "elements": ["P", "N", "N", "C", "C", "C", "C", "C", "C", "C", "C", "C", "C", "H", "H", "H", "H", "H", "H", "H", "H", "H", "H", "H", "H", "H", "H", "H", "H", "H", "H", "H"], "coordinates": [[0.4595, 1.1649, -1.1112], [-1.4693, -0.5237, 0.3174], [-1.1660, -0.8082, -1.9065], [-1.3537, 0.1172, 1.5673], [2.9715, 2.1506, -1.3129], [-0.8529, -0.0928, -0.8584], [3.1521, 1.1292, 1.7043], [-3.2702, -2.0560, 0.8561], [2.6861, 0.1829, 0.3831], [-2.1078, -1.6782, -1.5251], [2.2015, 0.8622, -0.8491], [-2.3853, -1.4402, -0.1411], [-2.8123, -2.5470, -2.5557], [-0.3231, 0.4443, 1.7142], [2.1992, 1.8587, 1.8321], [0.2826, 1.1118, -2.4496], [1.7783, -0.3567, 0.6634], [-3.0338, -1.8549, -3.2815], [-4.3606, -2.0739, 0.5023], [-0.3831, 2.3437, -1.0227], [-2.9343, -3.0600, 0.8911], [-1.9575, 1.0547, 1.5676], [-1.7016, -0.4924, 2.4899], [-3.7669, -2.9839, -2.0231], [3.9434, 1.7300, 1.4114], [-2.9507, -1.6904, 1.8549], [3.6238, -0.3528, 0.1329], [3.4497, 0.5418, 2.5317], [3.9186, 2.0156, -1.8709], [3.0912, 2.6174, -0.3307], [2.3561, 2.7337, -2.0655], [-2.3042, -3.4434, -2.8070]], "forces_ev_per_angstrom": [[0.7, -0.7, 0.2], [-0.1, -0.1, -3.6], [0.2, 0.6, -0.2], [-0.8, 1.1, 2.4], [-1.2, -0.6, -0.4], [2.1, 0.2, 1.2], [-4.7, 0.1, -2.8], [-0.8, -0.3, -0.4], [0.7, 1.7, 1.6], [-1.3, -0.2, 2.3], [-1.1, 1.3, -0.9], [0.7, -0.5, -1.1], [-1.7, -1.0, 4.8], [0.0, -0.3, 0.1], [2.2, -1.7, 0.4], [0.1, 0.2, -1.3], [0.8, -1.0, 0.6], [-0.8, 0.8, -2.4], [1.4, 0.4, 1.2], [0.3, 0.1, 0.7], [-0.2, -1.5, 0.1], [0.2, -0.6, 0.1], [0.8, 0.8, -1.8], [1.4, 1.1, -1.2], [1.6, 1.2, -0.5], [-1.4, 0.0, -0.6], [-0.9, -0.5, 0.2], [-0.2, -0.6, 1.0], [-0.2, -0.4, 0.7], [0.5, 1.1, -0.8], [0.5, -0.2, 1.2], [0.9, -0.4, -0.8]], "nbo_charge": [0.948, -0.346, -0.436, -0.413, -0.650, 0.043, -0.622, -0.661, -0.418, 0.107, -0.552, 0.131, -0.621, 0.226, 0.179, -0.024, 0.195, 0.229, 0.239, -0.090, 0.230, 0.209, 0.222, 0.199, 0.193, 0.221, 0.207, 0.206, 0.217, 0.204, 0.202, 0.225], "gap_ev": 7.235, "e_homo_ev": -6.568, "smiles": "CCC(C)=[PH2]c1nc(C)c(C)n1C", "e_tot_ha": -843.11394, "relative_energy_ev": 3.7259}


No. 2
{"formula": "C10H19N3O4", "method": "ωB97M-V/def2-TZVPD", "elements": ["O", "O", "O", "O", "N", "N", "N", "C", "C", "C", "C", "C", "C", "C", "C", "C", "C", "H", "H", "H", "H", "H", "H", "H", "H", "H", "H", "H", "H", "H", "H", "H", "H", "H", "H", "H"], "coordinates": [[-0.8623, -1.2218, -1.1904], [-2.2070, -2.2131, 1.4397], [-4.8396, 2.0286, 0.5767], [-3.8357, -1.6820, -0.1185], [-5.2069, 0.5905, -1.0322], [-0.9047, 0.1697, 0.6034], [1.7725, -1.9561, -0.6816], [-0.2735, -0.7014, -0.2539], [3.3338, 0.6345, 0.4572], [4.4237, -0.2970, -0.2380], [-2.9005, -1.3849, 0.6072], [1.9622, 0.4270, -0.0810], [1.1905, -0.8767, 0.1088], [-2.3235, 0.0412, 0.7218], [-2.8881, 0.8437, -0.4566], [3.7005, 2.0289, 0.2221], [-4.4013, 1.2584, -0.2364], [2.0095, 0.5966, -1.1517], [5.4470, 0.1041, 0.0105], [3.3388, 0.5210, 1.5954], [4.6680, 2.2655, 0.7041], [-2.5962, -3.1057, 1.3366], [-4.8281, -0.1951, -1.5685], [-2.4342, 1.8621, -0.4603], [1.1909, -1.1066, 1.1381], [2.8432, 2.6822, 0.6708], [1.7290, -1.8861, -1.7156], [4.3510, -1.3426, 0.2167], [-2.8423, 0.4534, -1.5006], [4.2498, -0.3383, -1.3300], [-6.1619, 0.4878, -0.6968], [1.3747, -2.8232, -0.3890], [1.3450, 1.1801, 0.3261], [3.7656, 2.2754, -0.8721], [-2.6768, 0.4154, 1.6502], [-0.5132, 0.2645, 1.5876]], "forces_ev_per_angstrom": [[0.6, 0.2, 0.8], [-1.1, -0.4, -0.7], [0.4, 1.0, 1.2], [1.7, -0.3, 1.7], [-1.7, -1.8, -1.9], [0.5, -0.7, 3.3], [0.7, 0.1, 0.0], [-0.1, 0.4, -0.2], [1.5, -2.4, 0.9], [-0.3, -0.5, 1.9], [0.0, 0.0, -0.8], [-0.7, -0.8, -0.7], [0.6, -0.3, -2.6], [-1.3, -0.1, -3.2], [-2.2, 2.9, -0.2], [-0.7, 3.0, -0.1], [1.8, -1.1, 0.2], [-0.1, 0.2, -0.4], [-1.0, -0.4, -0.5], [0.1, -0.4, -1.3], [-0.5, 0.1, -0.3], [0.2, 0.4, 0.1], [-0.4, 0.5, 0.6], [0.3, -0.9, 0.0], [0.3, -0.8, 1.3], [1.7, -0.6, -0.7], [-0.4, 0.3, 1.3], [0.1, 1.3, -1.0], [0.6, -0.3, 1.2], [0.2, 0.0, 0.6], [0.3, 0.2, -0.4], [-0.2, -0.6, -0.2], [-0.8, 1.2, 0.4], [0.0, -0.2, 0.9], [-0.2, 0.7, 0.8], [0.0, -0.2, -2.1]], "nbo_charge": [-0.605, -0.691, -0.633, -0.591, -0.807, -0.622, -0.839, 0.686, -0.222, -0.611, 0.811, -0.391, -0.128, -0.167, -0.502, -0.591, 0.681, 0.201, 0.202, 0.191, 0.215, 0.501, 0.405, 0.237, 0.198, 0.198, 0.381, 0.227, 0.244, 0.208, 0.397, 0.364, 0.207, 0.204, 0.245, 0.398], "gap_ev": 9.652, "e_homo_ev": -9.302, "smiles": "CC(C)C[C@H](N)C(=O)N[C@@H](CC(N)=O)C(=O)O", "e_tot_ha": -857.69478, "relative_energy_ev": 1.6809}


No. 3
{"formula": "C10H19N4", "method": "ωB97M-V/def2-TZVPD", "elements": ["N", "N", "N", "N", "C", "C", "C", "C", "C", "C", "C", "C", "C", "C", "H", "H", "H", "H", "H", "H", "H", "H", "H", "H", "H", "H", "H", "H", "H", "H", "H", "H", "H"], "coordinates": [[-1.3769, -1.2159, 0.2324], [1.3240, -2.8136, -2.2107], [-1.0546, -0.4656, -0.7276], [2.1056, -0.6930, -0.7892], [-3.2015, 0.3706, 0.7594], [-1.7831, 0.6040, -1.1451], [2.6809, 0.4493, 1.4324], [1.7280, 1.4469, 0.9405], [-2.4002, -0.7426, 1.0653], [2.3484, -0.8505, 0.6409], [-4.3140, 0.6804, 1.6518], [1.9721, 0.4890, -1.2978], [1.9721, 1.7988, -0.5308], [-2.8734, 1.1101, -0.3601], [-3.9681, 1.5608, 2.3396], [0.4758, -2.6552, -2.8524], [-5.3128, 1.0182, 1.3990], [1.8425, 0.4413, -2.3258], [2.9510, 2.3134, -0.6739], [3.6913, 0.7774, 1.3119], [3.2350, -1.5253, 0.6777], [-3.5367, 1.9001, -0.7819], [0.9049, -3.4544, -1.5740], [-1.6889, 0.9850, -2.2183], [1.8965, 2.4951, 1.5000], [1.7776, -1.5380, -1.3127], [-4.3841, -0.2003, 2.3496], [1.2681, 2.4705, -1.1209], [2.3794, 0.1050, 2.4398], [1.4150, -1.1893, 1.1508], [0.6767, 1.1413, 1.0309], [-2.7191, -1.4260, 1.7949], [1.9686, -3.3877, -2.7956]], "forces_ev_per_angstrom": [[-2.1, 0.9, 4.1], [-1.4, -0.3, -2.7], [0.6, 1.5, -4.1], [-0.5, 3.0, 1.3], [0.7, -0.3, -0.3], [-1.8, 0.6, 0.7], [-1.1, -2.3, -0.4], [-0.9, 5.0, 0.5], [0.8, -0.2, -3.1], [0.9, -0.2, 0.9], [0.4, 0.9, 4.0], [0.7, -0.9, 1.5], [0.4, -0.7, -1.5], [1.0, -0.7, -2.3], [-0.4, -1.5, -1.0], [1.7, 0.1, 1.0], [0.1, -0.3, -1.1], [-0.5, 0.4, -2.0], [-0.4, -0.5, 0.1], [0.7, 0.0, 0.3], [-1.0, 0.0, 0.5], [0.7, -0.6, 0.6], [-0.1, -0.8, 0.9], [0.6, -0.5, 1.8], [-0.8, -2.4, -0.8], [0.4, -0.4, -0.8], [-0.4, 1.0, -0.5], [0.4, -0.8, 1.3], [0.9, 0.8, -0.1], [0.8, -0.6, -0.8], [0.3, 0.1, 0.3], [-0.1, -0.7, 1.1], [-0.5, 0.6, 0.6]], "nbo_charge": [-0.190, -1.071, -0.283, -0.428, -0.022, -0.019, -0.419, -0.410, -0.018, -0.254, -0.655, 0.302, -0.492, -0.198, 0.241, 0.394, 0.258, 0.203, 0.261, 0.224, 0.233, 0.240, 0.386, 0.220, 0.237, 0.462, 0.227, 0.266, 0.243, 0.238, 0.223, 0.207, 0.393], "gap_ev": 8.925, "e_homo_ev": -12.002, "e_tot_ha": -611.15628, "charge": 1, "relative_energy_ev": 1.3144}


No. 4
{"formula": "C10H19NO4Rb", "method": "ωB97M-V/def2-TZVPD", "elements": ["Rb", "O", "O", "O", "O", "N", "C", "C", "C", "C", "C", "C", "C", "C", "C", "C", "H", "H", "H", "H", "H", "H", "H", "H", "H", "H", "H", "H", "H", "H", "H", "H", "H", "H", "H"], "coordinates": [[-11.8232, 19.8681, 10.8781], [-7.3224, 17.4668, 5.7829], [-7.9332, 18.9297, 7.3540], [-8.3404, 22.2036, 14.7789], [-5.9631, 18.9268, 6.5825], [-8.3012, 22.4381, 16.2156], [-8.6094, 21.5442, 18.5520], [-7.0865, 18.4812, 6.5875], [-5.8602, 23.1695, 16.3164], [-7.7384, 24.8052, 16.0116], [-7.3319, 23.4526, 16.6410], [-9.6431, 20.3338, 16.6195], [-8.4152, 21.1636, 17.0208], [-7.1301, 20.2486, 16.8393], [-7.4686, 23.7230, 18.2214], [-7.4769, 22.4242, 19.0382], [-6.5872, 24.3119, 18.4754], [-7.3571, 25.6861, 16.5280], [-5.2464, 24.0703, 16.3104], [-8.8264, 24.8716, 16.0195], [-9.5219, 19.6979, 15.7425], [-7.3601, 19.2652, 17.2493], [-7.5350, 22.5571, 20.1185], [-5.5682, 22.7524, 15.3526], [-6.2183, 20.5427, 17.3591], [-6.5535, 21.8484, 18.9759], [-9.8810, 19.6601, 17.4426], [-10.4643, 20.9753, 16.2998], [-9.5014, 22.1632, 18.6487], [-8.3645, 24.3070, 18.4320], [-8.7818, 20.6340, 19.1265], [-5.3498, 22.5185, 17.0263], [-6.3872, 17.4123, 5.5728], [-6.8661, 20.1528, 15.7861], [-7.4263, 24.9122, 14.9727]], "forces_ev_per_angstrom": [[0.5, 0.1, 0.0], [-0.7, -2.1, -1.5], [-3.2, -0.2, 0.8], [0.5, 0.1, 1.9], [4.5, 0.7, -1.2], [-1.4, -0.8, -0.4], [0.1, 0.3, -1.4], [-1.4, 2.6, 3.2], [1.3, -0.1, 0.0], [-0.3, -0.2, -0.6], [-0.4, 0.4, 0.7], [0.2, 0.2, -0.7], [1.5, 0.8, 0.0], [-0.7, 0.0, 0.4], [0.8, -1.2, -0.9], [0.2, -0.5, 0.1], [0.0, 0.2, 0.1], [0.3, -0.1, 0.4], [-0.2, 0.5, 0.4], [-0.1, -0.1, 0.0], [0.6, 0.0, -0.1], [-0.1, -0.3, -0.1], [-0.4, 0.6, 0.2], [-1.1, -0.3, -0.3], [-0.2, 0.5, 0.1], [0.3, 0.2, -0.5], [-0.4, 0.1, 0.1], [-0.2, 0.2, 0.6], [-0.4, -0.2, -0.2], [-0.1, 0.0, -0.1], [0.3, -0.1, 0.1], [-0.3, -0.1, 0.3], [0.5, -1.0, -1.1], [-0.3, 0.1, -0.1], [0.0, -0.3, -0.1]], "nbo_charge": [0.923, -0.738, -0.832, -0.823, -0.822, -0.237, -0.405, 0.911, -0.649, -0.599, 0.120, -0.607, 0.143, -0.653, -0.394, -0.407, 0.195, 0.177, 0.189, 0.214, 0.204, 0.178, 0.190, 0.234, 0.192, 0.192, 0.180, 0.220, 0.195, 0.197, 0.188, 0.188, 0.482, 0.237, 0.216], "gap_ev": 2.210, "e_homo_ev": -2.221, "e_tot_ha": -772.12742, "charge": -1, "relative_energy_ev": 4.0694}